Model one:
Computed, not measured: a cluster of 2 separate species, C15H18O2 in total, with ωB97M-V/def2-TZVPD.

XYZ file:
```
35
C15H18O2 (ωB97M-V/def2-TZVPD)
C -1.286 1.792 -1.479
C -0.145 3.638 2.203
C 0.775 2.858 1.554
C -1.521 3.651 1.802
C 0.382 2.222 0.376
C -1.858 2.980 0.667
C -0.859 2.388 -0.155
O 0.172 4.676 3.023
H 1.771 2.804 1.997
H 0.932 4.609 3.605
H -2.307 4.023 2.496
H 1.218 1.816 -0.191
H -2.881 2.871 0.308
H -0.965 0.734 -1.386
H -0.838 2.362 -2.295
H -2.348 1.701 -1.677
C 2.224 -2.306 0.513
C 2.804 -3.619 0.136
C 0.887 -2.088 -0.221
C -0.233 -2.735 0.245
C 0.853 -1.357 -1.447
C -1.449 -2.631 -0.454
C -0.311 -1.356 -2.173
C -1.479 -1.817 -1.553
O -2.646 -1.650 -2.266
H 2.076 -2.104 1.586
H 2.853 -1.438 0.291
H 3.649 -3.871 0.812
H -0.211 -3.396 1.092
H 1.801 -1.092 -1.917
H -2.366 -2.963 0.048
H -0.362 -0.910 -3.161
H -3.385 -1.718 -1.637
H 3.068 -3.713 -0.933
H 1.987 -4.363 0.192
```

Its total charge is 0. Its spin multiplicity is 1. For the LUMO energy, the calculation gives 0.028 hartree. The value obtained for the HOMO energy is -8.10 eV. The molar mass comes out at 230.31 g mol⁻¹. Its HOMO-LUMO gap is 8.88 eV.

***

Model two:
Computed, not measured: a cluster of 2 separate species, C15H18O2 in total, with ωB97M-V/def2-TZVPD.

XYZ file:
```
35
C15H18O2 (ωB97M-V/def2-TZVPD)
C -0.247 -2.018 -2.764
C 0.168 -3.472 -3.047
C 0.700 -1.257 -1.818
C 1.199 -0.012 -1.998
C 1.193 -1.897 -0.596
C 1.899 0.716 -1.027
C 1.940 -1.284 0.405
C 2.260 0.144 0.222
O 2.758 0.774 1.398
H -0.147 -1.580 -3.837
H -1.154 -1.966 -2.206
H 0.754 -3.238 -3.983
H 0.682 0.652 -2.905
H 1.060 -2.891 -0.431
H 1.918 1.769 -1.353
H 2.106 -1.576 1.445
H 2.865 1.638 1.057
H -0.573 -4.060 -3.301
H 1.009 -3.846 -2.294
C -1.585 -1.653 1.998
C -1.385 0.088 0.348
C -1.427 -0.233 1.687
C -1.496 1.407 -0.189
C -1.592 0.819 2.536
C -1.502 2.488 0.787
C -1.566 2.134 2.074
O -1.349 3.829 0.550
H -1.078 -0.692 -0.454
H -1.248 1.444 -1.240
H -1.843 -2.094 1.013
H -2.495 -1.863 2.602
H -1.682 0.707 3.546
H -1.257 2.885 2.697
H -0.843 4.119 -0.207
H -0.690 -2.053 2.565
```

Its total charge is 0. Its spin multiplicity is 1. For the LUMO energy, the calculation gives 0.021 hartree. The value obtained for the HOMO energy is -8.46 eV. The molar mass comes out at 230.31 g mol⁻¹. Its HOMO-LUMO gap is 9.02 eV.

***

Which is most stable? The ranking, best first, is model one, model two.